Record 1
C21H16F3FeN7O6S2 | wB97M-V/def2-TZVPD

Output
Orbital gap (alpha / beta): 6.69 / 6.59 eV
⟨S²⟩: 6.012
Calculated total energy: -108960.664 eV
E_HOMO (alpha / beta): -7.5437 / -7.5174 eV
Multiplicity: 5
Energy relative to the best compared isomer or geometry (same formula, charge and spin): 0.000 eV

Structure (XYZ):
```
56
Properties=species:S:1:pos:R:3:mulliken_charge:R:1
O 2.76411 -7.55114 1.04723 -0.623
C 2.27744 -0.26883 -3.62302 -0.838
C 4.07336 -0.86537 -1.22409 -1.836
C -1.51948 -6.07002 -0.00270 -0.077
O 1.19859 -9.00260 0.77642 -0.626
N 2.12785 -0.01295 -0.02904 0.297
N 2.98362 -0.29900 3.38264 -0.433
H 3.33892 -0.29709 -3.82023 0.310
H -1.43025 -0.09038 -2.81030 0.432
C 0.20327 -4.44560 0.30113 0.186
C 1.10285 -5.46871 0.56201 -0.483
C 2.18065 -0.10318 2.32114 0.670
S 0.55083 0.18498 2.50661 -0.526
N 2.84481 -0.11054 1.12194 -0.449
C 0.02469 -0.13318 -4.40747 -0.766
C -3.49611 2.16427 -0.23486 -0.043
N -2.10325 0.25683 0.05916 -0.003
C 0.65796 -6.77726 0.53532 -0.138
H -2.99862 -1.55307 0.40421 0.353
O -3.67278 -5.45494 -0.52896 -0.628
H -1.82427 -3.95561 -0.18861 0.541
H -0.70735 -0.06603 -5.19935 0.421
O -3.25053 -7.55459 -0.31514 -0.628
C -4.46653 0.00483 0.17075 -0.922
N 1.61686 -7.86669 0.81710 1.080
C -3.18694 -0.50108 0.22382 -0.236
F -3.15810 4.00828 -1.67687 -0.229
N 0.47132 -0.23558 -2.07427 0.415
C 1.37846 -0.18958 -4.67651 -0.502
C -2.20628 1.58820 -0.16857 0.486
H 1.73910 -0.16520 -5.69622 0.427
C 2.67444 -0.34950 -1.13576 0.722
C -0.65161 -7.11278 0.25440 -0.429
H 3.70546 -0.63757 1.07694 0.333
H -5.32266 -0.63825 0.30821 0.432
H 4.78199 -0.17935 -0.75493 0.411
S -0.71148 2.42586 -0.35616 -0.453
H 4.09606 -1.82511 -0.69690 0.380
C -1.11989 -4.74712 0.01557 -0.660
C 1.78467 -0.28888 -2.32696 0.800
O -0.23450 -2.14508 0.12903 -0.321
O 1.87758 -2.79642 0.53853 -0.588
C -0.38325 -0.15317 -3.08226 -0.297
C 0.67991 -3.00474 0.33286 0.499
H 2.54674 -0.41375 4.27999 0.224
C -3.66660 3.63590 -0.49613 0.535
H -0.98085 -8.14025 0.23780 0.600
N -2.93016 -6.38699 -0.30845 1.096
F -3.09653 4.39642 0.44121 -0.226
Fe 0.00714 -0.09412 0.08448 -0.072
H 3.95256 -0.55096 3.28553 0.190
H 4.39456 -1.03439 -2.24613 0.382
H 2.13399 -5.23686 0.78305 0.654
H -5.59348 1.81456 -0.11557 0.500
F -4.96804 3.98244 -0.52298 -0.320
C -4.60926 1.36983 -0.06458 -0.024
```

***

Record 2
C4H4N2O | wB97M-V/def2-TZVPD

Output
Orbital gap: 9.71 eV
Calculated total energy: -9235.513 eV
E_HOMO: -9.7768 eV
Multiplicity: 1
Energy relative to the best compared isomer or geometry (same formula, charge and spin): 4.975 eV

Structure (XYZ):
```
11
Properties=species:S:1:pos:R:3:mulliken_charge:R:1
H 0.31840 -1.26102 -1.45882 0.413
H 0.94858 0.43548 1.31427 0.420
H -1.02974 1.83916 -0.20761 0.239
N -1.67593 1.11073 0.05136 -0.368
C 2.64174 -0.91494 -0.55994 0.042
C -1.27710 -0.14923 0.27235 0.568
O -1.93808 -1.12402 0.46399 -0.499
N 3.46375 -0.41242 0.09885 -0.462
C 0.55273 -0.16335 0.51839 -0.418
H -2.66187 1.33028 0.12328 0.245
C 0.65753 -0.69066 -0.61612 -0.179
```